1.
72
Properties=species:S:1:pos:R:3:lowdin_spin:R:1 method="wB97M-V/def2-TZVPD" spin_multiplicity=3 lumo_energy_ev="-12.23 / -12.34" fmax_ha_per_bohr=0.0580 orbital_gap_ev="3.8848 / 3.3162" e_above_lowest_kj_mol=0.00 total_charge=+3 e_homo_ev="-16.11 / -15.66"
V -0.100 0.083 0.296 1.922
P 2.016 -1.091 1.367 -0.042
P 1.292 2.126 -0.011 -0.012
P -0.993 -2.171 -0.197 0.012
H -0.419 2.091 -7.750 0.000
C -1.360 1.583 -7.503 0.042
C -2.396 2.163 -6.873 0.056
H -2.456 3.218 -6.582 0.002
C 3.404 -1.981 0.626 -0.003
C 2.805 0.134 2.454 -0.004
C 1.316 -2.254 2.580 -0.005
C 0.775 3.317 -1.293 0.001
C 1.542 3.257 1.406 -0.001
C 2.998 1.695 -0.545 -0.003
C -2.290 -2.206 -1.474 0.006
C -1.789 -3.112 1.157 0.004
C 0.207 -3.381 -0.870 -0.003
H -1.457 0.571 -7.925 0.000
H -3.317 1.583 -6.727 0.001
H 4.006 -2.403 1.439 -0.001
H 4.037 -1.312 0.035 0.000
H 3.084 -2.791 -0.036 0.000
H 3.539 -0.425 3.050 -0.002
H 2.032 0.550 3.113 0.000
H 3.317 0.966 1.958 0.000
H 2.015 -3.086 2.743 -0.001
H 0.364 -2.658 2.220 0.000
H 1.125 -1.762 3.544 0.000
H 1.265 4.290 -1.154 -0.001
H -0.310 3.424 -1.190 0.000
H 0.985 2.939 -2.301 0.001
H 2.486 3.809 1.285 -0.001
H 1.555 2.682 2.340 0.000
H 0.707 3.972 1.424 0.000
H 3.597 2.609 -0.656 -0.001
H 2.932 1.176 -1.509 -0.001
H 3.497 1.031 0.170 0.000
H -2.932 -3.096 -1.416 0.000
H -1.839 -2.141 -2.471 0.001
H -2.898 -1.311 -1.309 0.001
H -2.733 -3.549 0.799 0.000
H -2.004 -2.411 1.973 0.000
H -1.137 -3.920 1.512 0.000
H -0.332 -4.118 -1.478 -0.001
H 0.741 -3.902 -0.069 0.000
H 0.932 -2.859 -1.502 -0.002
C -1.037 0.765 -2.715 0.026
C 0.193 0.154 -3.140 0.045
C 0.285 -0.388 -4.419 0.000
C -0.836 -0.496 -5.249 0.052
C -2.017 0.151 -4.854 0.039
C -2.096 0.870 -3.673 -0.080
O -1.295 1.153 -1.502 -0.075
H 1.399 -0.596 -0.161 -0.044
H 1.053 0.097 -2.463 -0.006
H 1.255 -0.762 -4.744 -0.001
H -0.779 -1.005 -6.225 0.000
H -2.862 0.162 -5.536 0.001
H -2.980 1.423 -3.348 -0.003
N -0.547 0.333 2.133 0.000
C -0.728 0.448 3.286 0.050
C -1.082 0.529 4.628 0.004
C -2.434 0.779 4.953 0.010
C -2.797 0.802 6.295 -0.001
C -1.853 0.593 7.311 0.010
C -0.512 0.370 6.975 -0.001
C -0.105 0.345 5.638 0.009
H -3.173 0.941 4.155 0.000
H -3.843 0.985 6.529 0.000
H -2.183 0.616 8.356 0.000
H 0.220 0.214 7.763 0.000
H 0.946 0.183 5.358 0.000

---

2.
70
Properties=species:S:1:pos:R:3:nbo_charge:R:1 method="wB97M-V/def2-TZVPD" spin_multiplicity=1 lumo_energy_ev=4.00 fmax_ha_per_bohr=0.1275 orbital_gap_ev=2.9746 e_above_lowest_kj_mol=400.44 total_charge=-2 e_homo_ev=1.02
O 0.117 0.305 0.133 -0.785
H 0.703 -0.409 -0.131 0.555
H 0.421 1.118 -0.277 0.553
H -0.778 0.158 -0.181 0.570
C -2.259 -1.866 2.387 -0.668
C -1.582 -3.277 2.580 0.108
C -1.767 -3.819 3.994 -0.667
O -1.713 -4.166 1.504 -0.925
H -1.728 -1.269 3.128 0.146
H -3.328 -1.971 2.569 0.181
H -2.021 -1.502 1.387 0.219
H -0.504 -3.127 2.636 0.077
H -1.844 -4.904 3.924 0.217
H -2.749 -3.574 4.399 0.152
H -0.967 -3.431 4.625 0.169
C 3.917 -3.046 -1.217 0.716
F 4.757 -3.781 -0.450 -0.324
F 4.386 -1.788 -1.385 -0.343
F 3.827 -3.751 -2.440 -0.351
S 2.092 -2.931 -0.522 2.277
O 1.236 -3.509 -1.583 -0.906
O 2.168 -3.768 0.690 -0.955
O 1.807 -1.535 -0.138 -1.050
C -3.827 -1.327 -3.010 0.724
F -4.684 -0.530 -2.486 -0.319
F -4.467 -2.247 -3.733 -0.325
F -3.018 -0.575 -3.735 -0.344
S -2.662 -2.003 -1.663 2.262
O -3.556 -2.521 -0.561 -0.949
O -1.798 -3.055 -2.215 -0.934
O -1.879 -0.855 -1.195 -1.079
C 1.422 0.896 -4.207 -0.422
C 2.235 2.090 -3.813 -0.439
C 1.508 2.773 -2.675 -0.058
O 0.787 1.679 -2.119 -0.561
C 0.373 0.791 -3.158 -0.101
H 2.028 -0.009 -4.215 0.217
H 0.994 1.010 -5.203 0.200
H 2.528 2.841 -4.547 0.195
H 3.148 1.568 -3.527 0.209
H 0.844 3.558 -3.037 0.153
H 2.201 3.247 -1.980 0.188
H -0.676 0.846 -3.449 0.197
H 0.431 -0.233 -2.790 0.232
C 4.307 0.786 1.181 -0.432
C 3.873 1.611 2.374 -0.431
C 2.532 2.258 1.964 -0.060
O 2.284 1.721 0.650 -0.563
C 3.490 1.369 0.002 -0.063
H 4.098 -0.262 1.393 0.245
H 5.360 0.984 0.978 0.196
H 4.567 2.430 2.567 0.182
H 3.819 1.093 3.331 0.212
H 2.694 3.329 1.849 0.150
H 1.740 2.032 2.678 0.202
H 3.823 2.339 -0.366 0.138
H 3.464 0.697 -0.856 0.223
C -3.590 1.810 2.369 -0.439
C -4.212 2.698 1.288 -0.432
C -3.194 2.260 0.194 -0.079
O -1.907 1.991 0.832 -0.570
C -2.102 1.831 2.313 -0.080
H -3.781 0.745 2.238 0.241
H -3.986 2.002 3.366 0.190
H -4.079 3.726 1.623 0.185
H -5.237 2.474 0.990 0.221
H -3.022 2.994 -0.594 0.166
H -3.429 1.376 -0.400 0.214
H -1.974 2.678 2.987 0.146
H -1.660 0.929 2.737 0.227

---

3.
45
Properties=species:S:1:pos:R:3:lowdin_spin:R:1 method="wB97M-V/def2-TZVPD" spin_multiplicity=6 lumo_energy_ev="-7.04 / -10.88" fmax_ha_per_bohr=0.1596 orbital_gap_ev="6.7636 / 4.9959" e_above_lowest_kj_mol=507.06 total_charge=+2 e_homo_ev="-13.81 / -15.88"
C 0.472 -0.800 -2.679 0.094
I -0.929 -0.564 2.018 0.393
H 0.781 -1.870 -2.947 0.036
H 1.372 -0.159 -2.978 0.020
H -0.349 -0.533 -3.429 0.023
Ru 0.026 -0.700 -0.744 2.209
P 2.225 -0.590 -0.069 0.072
C 2.919 1.137 0.108 0.034
C 2.526 -1.418 1.505 0.020
H 3.600 -1.578 1.653 0.001
H 4.385 -1.355 -0.678 0.004
H 1.967 -2.350 1.588 0.003
H 3.066 -2.370 -1.356 0.002
H 2.254 1.784 0.917 0.010
H 2.183 -0.864 2.394 0.004
C 3.389 -1.338 -1.162 0.028
H 3.906 1.123 0.558 0.000
H 3.441 -0.775 -2.105 0.001
H 2.731 1.722 -0.781 0.002
P -2.275 -1.094 -1.220 0.059
C -3.343 0.406 -1.376 -0.001
C -2.662 -2.049 -2.715 0.019
H -2.534 -2.859 0.438 0.004
H -4.119 -2.500 -0.329 0.001
H -3.450 -1.389 0.934 0.003
C -3.192 -2.044 0.079 0.015
H -2.036 -2.960 -2.713 0.001
H -3.730 -2.357 -2.755 0.002
H -4.408 0.145 -1.583 0.000
H -2.963 1.027 -2.214 0.000
H -2.421 -1.451 -3.613 0.001
H -3.304 0.993 -0.442 0.000
C -0.066 1.296 -1.081 0.119
O -0.296 2.366 -1.403 0.002
F -0.408 3.692 4.390 0.049
C -0.092 2.833 3.312 0.243
C 0.968 1.999 3.534 0.176
C 1.383 1.196 2.520 0.465
C 0.129 0.929 1.073 0.208
C -0.750 1.910 1.290 0.330
C -0.905 2.942 2.247 0.324
H 1.577 2.065 4.384 0.004
H 2.452 0.828 2.692 0.010
H -1.699 2.044 0.546 0.003
H -1.821 3.530 2.195 0.008

---

4.
70
Properties=species:S:1:pos:R:3:lowdin_charge:R:1 method="wB97M-V/def2-TZVPD" spin_multiplicity=1 lumo_energy_ev=-5.90 fmax_ha_per_bohr=0.1306 orbital_gap_ev=1.9981 e_homo_ev=-7.89
C -1.864 1.007 0.946 -0.110
C -3.458 0.814 1.093 -0.245
C -3.918 -0.722 1.315 -0.697
I -5.046 -1.569 -0.336 0.933
C -2.631 -1.569 1.763 -0.322
C -2.330 -1.585 3.306 -0.265
C -1.030 -2.386 3.823 -0.273
C -0.063 -3.142 2.819 -0.219
N 1.079 -3.809 3.401 0.029
C 1.914 -4.428 2.412 -0.244
O 3.087 -5.118 2.883 -0.115
C 1.565 -4.406 0.877 -0.210
N 0.413 -3.758 0.256 0.054
C -0.368 -3.143 1.293 -0.294
C -1.665 -2.349 0.806 -0.127
H -1.306 0.872 1.943 -0.013
H -1.640 2.095 0.630 0.107
H -1.381 0.337 0.158 0.093
H -3.767 1.410 2.035 0.121
H -3.978 1.313 0.212 0.089
H -4.621 -0.727 2.231 0.095
H -3.008 -1.016 4.049 0.108
H -0.825 -2.397 4.978 0.087
H 3.843 -4.470 2.845 0.123
H 2.324 -4.942 0.154 0.082
H -1.906 -2.340 -0.320 0.111
K 2.915 -3.171 -0.510 0.942
O 6.355 -7.059 -3.160 -0.154
P 6.127 -5.592 -3.536 -0.107
O 4.855 -5.462 -4.380 -0.206
O 7.325 -5.089 -4.347 -0.169
O 5.973 -4.760 -2.260 -0.259
Li 2.621 -2.353 4.255 0.727
Ca -0.735 -0.054 4.090 1.415
C -7.097 1.835 -1.422 -0.617
F -7.638 0.857 -0.660 0.076
F -5.900 2.141 -0.842 0.050
F -6.798 1.260 -2.606 0.112
S -8.207 3.315 -1.596 0.457
O -8.418 3.802 -0.230 -0.513
O -9.419 2.819 -2.221 -0.277
O -7.468 4.259 -2.434 -0.350
K -6.832 5.401 0.121 0.976
N -4.463 11.261 2.032 -0.300
S -4.524 9.741 1.637 0.496
O -5.832 9.173 1.387 -0.328
O -3.548 8.856 2.233 -0.319
F -3.957 9.839 0.145 -0.207
S -5.044 11.517 3.472 0.493
O -5.310 12.911 3.746 -0.301
O -4.467 10.782 4.574 -0.306
F -6.524 10.926 3.395 -0.204
O 4.855 -0.588 -2.411 0.039
C 5.599 -0.762 -3.358 -0.528
O 6.654 -1.573 -3.236 0.010
C 7.495 -1.986 -4.329 -0.223
C 8.561 -0.948 -4.617 -0.062
C 5.400 -0.007 -4.642 0.013
H 6.897 -2.233 -5.208 0.122
H 7.973 -2.914 -4.011 0.103
H 8.125 0.007 -4.920 0.063
H 9.226 -1.291 -5.412 0.086
H 9.154 -0.753 -3.720 0.084
H 5.828 0.992 -4.539 0.099
H 4.328 0.077 -4.830 0.091
H 5.826 -0.498 -5.514 0.076
O 3.442 -6.767 3.794 -0.597
V 4.537 -8.056 4.269 0.933
O 5.621 -9.330 4.742 -0.631
Br -2.931 -4.496 1.488 0.297